Model one:
A cluster of 2 separate species, C2H5IO in total. Source: the Open Molecules 2025 dataset; level of theory: ωB97M-V with the def2-TZVPD basis set.

CARTESIAN COORDINATES (ANGSTROEM)
C: 0.4232 -0.3567 0.6160
C: -0.5067 -0.2007 -0.5398
O: -1.6037 0.5436 -0.1842
I: -1.0517 -2.2081 -1.3294
H: -0.2629 -0.6578 1.3162
H: 1.2604 -1.1895 0.5627
H: 0.7519 0.6198 0.9147
H: 0.1263 0.5469 -1.8890
H: -2.1233 0.5702 -0.9855

Results
Spin multiplicity: 1
HOMO, Ha: -0.341
LUMO, eV: 0.065
Charge: 0



Model two:
A cluster of 2 separate species, C2H5IO in total. Source: the Open Molecules 2025 dataset; level of theory: ωB97M-V with the def2-TZVPD basis set.

CARTESIAN COORDINATES (ANGSTROEM)
C: -0.0712 -0.5924 -0.0620
C: 0.3175 0.7111 0.5012
O: 0.1750 1.8446 -0.1394
I: 3.5509 -0.0176 -0.0059
H: 0.4340 -1.3999 0.4579
H: -1.1502 -0.7397 0.0567
H: 0.1612 -0.6542 -1.1248
H: 0.5494 0.8278 1.5483
H: 0.0230 1.7198 -1.0918

Results
Spin multiplicity: 1
HOMO (alpha / beta), Ha: -0.287 / -0.286
LUMO (alpha / beta), eV: -1.586 / -1.712
Charge: 0



Relative energies in kJ/mol: model one 101.7; model two 0.0